C30H24InN3O4SSbSe as an isolated structure in a non-equilibrium geometry, computed with ωB97M-V with the def2-TZVPD basis set.

```
65
Properties=species:S:1:pos:R:3:forces:R:3
In -0.167722 -3.162714 -0.288738 -1.27 -1.10 -0.37
O -7.024922 0.307186 -0.427438 -0.50 1.56 -0.13
C -6.904622 -0.903914 -0.328638 2.28 -0.63 0.09
O -7.678022 -1.839214 -0.260438 -1.17 -1.02 0.06
C -5.346522 -1.352414 -0.269838 -1.41 0.44 0.01
C -4.366522 -0.374614 -0.238338 0.72 -0.25 -0.01
C -3.039422 -0.767014 -0.185238 -0.39 0.82 0.00
N -2.688622 -2.041414 -0.175338 1.72 -0.46 -0.01
C -3.616122 -2.971714 -0.205238 -0.58 -1.44 -0.08
C -4.978622 -2.680814 -0.242838 0.72 0.03 -0.03
C -3.174822 -4.472614 -0.207338 -2.00 2.18 -0.22
O -4.057622 -5.287114 -0.370338 0.27 -0.60 0.07
O -1.946522 -4.662214 -0.029038 3.45 -0.18 0.11
H -4.636622 0.667286 -0.273138 -0.17 0.14 0.02
H -2.238422 -0.041114 -0.156938 0.01 -0.03 -0.01
H -5.696622 -3.485614 -0.266838 -0.10 0.09 0.01
C 2.136878 3.170786 -0.317638 -0.03 0.00 -0.02
C 3.084978 2.218686 -0.980038 -0.23 0.17 0.18
C 4.238178 2.734886 -1.560238 -0.02 0.00 0.05
C 5.123778 1.929786 -2.249638 0.01 -0.08 -0.05
C 4.862578 0.576486 -2.365038 0.12 -0.01 -0.09
C 3.730878 0.046986 -1.769138 0.01 -0.34 -0.02
C 2.846878 0.846486 -1.062438 -0.08 -0.71 -0.03
Sb 1.165878 -0.142814 -0.113938 -0.24 0.26 0.10
C 1.533078 0.485786 1.937362 -0.26 -0.45 -0.36
C 2.800978 0.978086 2.206362 0.18 0.10 -0.31
C 3.233978 1.164886 3.505962 0.04 0.06 0.01
C 2.400078 0.826986 4.555162 0.00 0.01 0.03
C 1.144278 0.313286 4.292462 -0.05 0.00 0.02
C 0.694178 0.123486 2.988762 -0.20 -0.02 0.05
C -0.657622 -0.484614 2.763162 0.04 0.04 0.06
C -0.257222 1.102986 -1.297138 0.17 -0.59 0.49
C -0.232322 0.684886 -2.619438 0.22 -0.12 -0.02
C -1.109022 1.210586 -3.548738 -0.02 -0.07 -0.14
C -2.038222 2.156286 -3.145338 0.00 0.05 0.00
C -2.071122 2.568686 -1.827038 0.04 -0.06 0.02
C -1.189522 2.044086 -0.882838 0.12 0.21 0.13
C -1.262222 2.519386 0.537862 -0.07 -0.07 -0.07
H 2.675478 4.039386 0.056662 -0.03 0.04 0.08
H 1.609878 2.699786 0.508762 -0.06 0.14 0.05
H 1.401778 3.515186 -1.046338 -0.11 0.02 0.04
H 4.444078 3.791086 -1.444638 -0.03 0.07 -0.06
H 6.009878 2.359086 -2.695138 0.07 0.00 -0.01
H 5.551678 -0.067614 -2.890338 0.00 -0.08 -0.05
H 3.536478 -1.013614 -1.843438 0.12 -0.13 0.01
H 3.474478 1.193986 1.389462 0.11 0.04 -0.01
H 4.223878 1.552986 3.694362 0.09 0.00 -0.02
H 2.736678 0.935886 5.575662 0.00 0.04 0.08
H 0.504078 0.027786 5.116362 -0.07 -0.03 0.02
H -1.044322 -0.899714 3.692262 -0.06 -0.08 -0.07
H -0.599922 -1.287514 2.022862 -0.15 0.00 0.03
H -1.374322 0.257086 2.408562 -0.06 -0.04 -0.10
H 0.497378 -0.064314 -2.917738 -0.07 -0.01 -0.18
H -1.087222 0.866186 -4.572338 0.03 0.00 -0.08
H -2.739622 2.573486 -3.853438 -0.05 -0.03 -0.05
H -2.813522 3.290286 -1.515138 -0.04 0.09 0.07
H -1.108122 3.596986 0.583062 0.05 0.05 0.10
H -0.506522 2.026686 1.146862 -0.02 0.10 0.13
H -2.244822 2.309386 0.957662 -0.09 -0.01 0.11
S 5.249878 -2.345314 0.668762 0.82 -0.01 -0.01
C 3.674778 -2.199714 0.710962 0.14 -0.10 -0.01
N 2.498878 -2.094914 0.737262 -1.20 0.14 -0.19
Se 0.962278 -7.773814 0.067662 -0.01 -0.70 0.30
C 0.901178 -6.176414 -0.585238 0.03 -0.35 0.27
N 0.948078 -5.120414 -1.096138 -0.75 2.88 0.01
```
Forces are in eV/Å.

Calculated values
Orbital gap = 0.1416 hartree
F_max = 3.5 eV Å⁻¹
E_tot = -4852.8357 hartree
Relative energy (zero: lowest compared OMol25 entry of this formula, charge and spin) = 4.712 eV
Net charge = -1
HOMO energy = -5.36 eV

These are the natural (NBO) partial charges, in e, on atoms 1 to 6:
1. In 1.52
2. O -0.75
3. C 0.77
4. O -0.73
5. C -0.06
6. C -0.24